(1)
Below is a 3-piece molecular cluster, C19H31F16O8P2SSi2 overall, with properties calculated with ωB97M-V/def2-TZVPD.

Each line ends with the Mulliken charge.
Element x y z (Å)
C  4.261  0.072  -1.686  -1.063
C  3.149  -0.771  -2.308  0.030
S  1.753  0.281  -2.747  0.014
C  0.662  -0.944  -3.520  -0.646
Si  -1.180  -0.586  -3.279  0.159
O  -1.894  -1.870  -2.455  0.048
Si  -1.557  -2.648  -1.061  0.000
C  -0.550  -4.182  -1.504  0.948
C  0.570  -4.515  -0.494  -1.537
C  -1.380  -5.413  -1.935  -1.092
C  -1.810  -6.390  -0.834  -1.043
P  -0.333  -1.270  0.267  0.306
C  -1.572  0.065  0.532  -0.732
O  -0.383  -2.124  1.730  -0.542
P  -3.439  -3.384  0.053  -0.337
O  -3.539  -2.319  1.333  -0.046
O  -4.648  -2.789  -0.893  -0.480
C  -2.018  -0.384  -4.982  0.443
O  -1.550  -1.183  -5.821  -0.678
O  -2.907  0.485  -5.094  -0.703
H  5.234  -0.400  -1.834  0.386
H  4.305  1.064  -2.139  0.092
H  4.109  0.194  -0.614  0.297
H  2.801  -1.523  -1.594  -0.011
H  3.502  -1.303  -3.193  0.329
H  0.813  -0.936  -4.602  0.630
H  0.954  -1.935  -3.164  0.116
H  -1.287  0.630  -2.424  -0.213
H  -0.065  -3.826  -2.419  0.114
H  0.766  -5.591  -0.469  0.470
H  1.507  -4.041  -0.787  0.175
H  0.341  -4.212  0.528  0.361
H  -2.274  -5.063  -2.463  0.395
H  -0.801  -5.957  -2.687  0.481
H  -1.108  -6.416  -0.001  0.271
H  -1.869  -7.405  -1.229  0.357
H  -2.791  -6.139  -0.435  0.275
H  -2.166  0.242  -0.366  0.259
H  -1.068  0.992  0.807  0.507
H  -2.247  -0.235  1.323  -0.108
H  0.062  -1.590  2.399  0.270
H  -3.321  -2.823  2.129  0.206
H  -5.362  -3.435  -0.931  0.298
C  5.278  5.801  -3.607  -0.813
C  4.544  4.538  -3.144  0.986
C  3.179  4.710  -2.466  0.072
F  3.307  5.454  -1.342  -0.221
F  2.707  3.498  -2.141  -0.221
F  5.352  3.780  -2.378  -0.267
F  4.274  3.848  -4.293  -0.338
O  6.276  6.318  -2.748  -0.396
C  6.018  7.211  -1.760  0.823
C  6.387  6.662  -0.369  0.179
F  5.750  5.505  -0.125  -0.205
F  6.015  7.570  0.563  -0.262
F  4.758  7.674  -1.787  -0.290
F  6.843  8.279  -1.949  -0.315
H  5.827  5.481  -4.490  0.384
H  4.567  6.568  -3.915  0.342
H  2.476  5.199  -3.146  0.268
H  7.467  6.507  -0.315  0.240
C  -5.450  -0.280  5.712  -0.746
C  -5.085  0.685  4.580  0.862
C  -4.413  0.098  3.334  0.145
F  -3.242  -0.487  3.672  -0.192
F  -4.173  1.092  2.462  -0.295
F  -4.368  1.721  5.058  -0.272
F  -6.284  1.171  4.130  -0.335
O  -4.548  -0.374  6.797  -0.397
C  -3.501  -1.240  6.820  0.810
C  -2.147  -0.516  6.939  0.193
F  -1.992  0.376  5.947  -0.194
F  -1.160  -1.437  6.856  -0.256
F  -3.511  -2.098  5.786  -0.273
F  -3.610  -1.979  7.958  -0.315
H  -6.348  0.151  6.151  0.400
H  -5.711  -1.260  5.312  0.351
H  -5.062  -0.640  2.856  0.316
H  -2.091  -0.007  7.903  0.228

Output
Electronic energy = -4602.46556 Eh
Net charge = -1

---

(2)
Below is a 2-piece molecular cluster, C3H8N2O overall, with properties calculated with ωB97M-V/def2-TZVPD.

Each line ends with the natural charge from an NBO analysis.
Element x y z (Å)
H  -0.056  -3.147  -0.112  0.357
N  -0.188  -2.137  -0.001  -0.782
C  -0.967  -1.700  -0.966  0.299
N  -1.080  -0.473  -1.578  -0.819
H  -1.287  -2.635  -1.575  0.149
H  -0.767  0.424  -1.163  0.425
H  -1.269  -0.367  -2.506  0.391
C  1.387  2.479  0.660  -0.537
C  1.035  1.328  1.239  0.153
O  -0.137  0.650  0.910  -0.751
H  2.441  2.893  0.441  0.234
H  0.453  2.916  0.300  0.199
H  1.732  0.687  1.697  0.158
H  0.004  -0.338  1.087  0.524

Output
SMILES = [H]/N=C/N.C=CO
Energy relative to the best compared isomer or geometry (same formula, charge and spin) = 3.2306 eV

---

(3)
Below is the molecule C5H8O2, with properties calculated with ωB97M-V/def2-TZVPD.

Each line ends with the natural charge from an NBO analysis.
Element x y z (Å)
C  0.631  0.027  -1.711  -0.625
C  -0.343  -0.002  -0.494  0.182
O  -1.533  -0.519  -1.019  -0.706
C  0.351  -0.785  0.663  -0.435
C  0.396  0.429  1.602  -0.525
C  -0.716  1.024  0.793  0.588
O  -1.711  1.592  1.164  -0.524
H  0.722  -1.024  -2.044  0.225
H  0.270  0.578  -2.583  0.226
H  1.652  0.346  -1.476  0.211
H  -2.239  -0.234  -0.425  0.481
H  -0.322  -1.565  1.024  0.221
H  1.326  -1.204  0.413  0.216
H  0.258  0.264  2.673  0.233
H  1.259  1.075  1.420  0.232

Output
SMILES = C[C@@]1(O)CCC1=O
Energy relative to the best compared isomer or geometry (same formula, charge and spin) = 1.6564 eV

---

(4)
Below is the molecule C3HCl2NO, with properties calculated with ωB97M-V/def2-TZVPD.

Each line ends with the natural charge from an NBO analysis.
Element x y z (Å)
N  2.997  -0.083  0.754  -0.243
C  1.938  -0.109  0.283  0.183
C  0.479  -0.217  -0.273  0.483
O  0.447  -0.960  -1.218  -0.440
C  -1.091  0.176  0.122  -0.255
Cl  -1.937  0.681  -1.424  0.009
Cl  -1.439  1.295  1.434  0.041
H  -1.394  -0.784  0.322  0.223

Output
SMILES = N#CC(=O)C(Cl)Cl
Energy relative to the best compared isomer or geometry (same formula, charge and spin) = 1.2097 eV

---

(5)
Below is C35H39F5GeNO2PS4Sn as an isolated structure, with properties calculated with ωB97M-V/def2-TZVPD.

Each line ends with the Mulliken spin population.
Element x y z (Å)
Sn  -1.273  -0.216  0.888  0.002
C  -2.484  -3.674  1.996  -0.001
C  -1.230  -4.219  1.337  0.000
S  -0.330  -3.032  0.290  0.000
C  1.357  -3.209  0.942  0.000
C  1.568  -2.874  2.412  0.000
S  0.980  -1.217  2.864  0.000
C  -0.014  -1.524  4.347  0.000
C  -1.194  -2.473  4.205  0.000
S  -2.356  -2.080  2.857  0.006
H  -3.273  -3.527  1.260  0.002
H  -2.856  -4.401  2.721  0.000
H  -0.526  -4.596  2.076  0.000
H  -1.514  -5.063  0.708  0.000
H  1.665  -4.241  0.763  0.000
H  1.982  -2.579  0.305  0.000
H  1.085  -3.607  3.056  0.000
H  2.636  -2.925  2.625  0.000
H  0.641  -1.892  5.138  0.000
H  -0.355  -0.533  4.655  0.000
H  -0.861  -3.500  4.057  0.000
H  -1.767  -2.456  5.132  0.000
S  -3.601  2.231  -2.995  0.000
C  -3.397  3.294  -1.674  0.001
C  -2.641  2.700  -0.715  0.001
N  -2.220  1.427  -1.016  -0.002
C  -2.669  1.062  -2.191  0.003
H  -3.837  4.277  -1.667  0.000
H  -2.363  3.140  0.230  -0.001
H  -2.466  0.094  -2.627  -0.001
F  -8.467  -0.232  0.769  0.051
C  -7.218  -0.501  0.566  0.280
C  -6.235  0.271  1.230  0.005
F  -6.622  1.233  2.032  -0.001
C  -4.922  -0.010  1.015  0.087
F  -3.958  0.684  1.626  0.007
C  -4.497  -1.067  0.139  0.140
O  -3.284  -1.325  -0.049  0.277
C  -5.540  -1.823  -0.513  0.154
F  -5.166  -2.792  -1.311  0.021
C  -6.865  -1.547  -0.304  -0.028
F  -7.815  -2.230  -0.893  -0.006
C  2.087  3.129  2.268  0.000
P  0.328  2.940  2.565  0.000
C  0.102  2.911  4.341  0.000
C  -0.489  4.421  1.966  0.000
O  -0.223  1.673  1.910  0.001
H  2.419  4.126  2.553  0.000
H  2.312  2.966  1.213  0.000
H  2.637  2.393  2.855  0.000
H  0.500  3.825  4.784  0.000
H  0.631  2.060  4.769  0.000
H  -0.959  2.841  4.582  0.000
H  0.027  5.312  2.324  0.000
H  -1.516  4.448  2.331  0.000
H  -0.495  4.436  0.875  0.000
C  1.076  2.964  -2.283  0.000
Ge  1.666  1.132  -2.291  0.000
C  0.768  -0.100  -3.392  0.000
C  -0.090  0.379  -4.396  0.000
C  -0.633  -0.499  -5.315  0.000
C  -0.341  -1.856  -5.226  0.000
C  0.500  -2.344  -4.233  0.000
C  1.069  -1.469  -3.326  0.000
C  3.147  0.585  -1.220  0.001
C  3.026  0.259  0.109  0.000
C  4.161  -0.126  0.850  0.000
C  5.388  -0.165  0.244  0.000
C  5.549  0.173  -1.121  0.000
C  6.815  0.147  -1.756  0.000
C  6.940  0.482  -3.073  0.000
C  5.806  0.859  -3.826  0.000
C  4.574  0.891  -3.237  0.000
C  4.412  0.553  -1.874  0.000
H  1.744  3.539  -2.930  0.000
H  1.167  3.369  -1.275  0.000
H  0.053  3.063  -2.639  0.000
H  -0.320  1.436  -4.468  0.000
H  -1.272  -0.133  -6.107  0.000
H  -0.764  -2.540  -5.950  0.000
H  0.727  -3.400  -4.187  0.000
H  1.763  -1.840  -2.579  0.000
H  2.065  0.324  0.612  -0.001
H  4.060  -0.373  1.899  0.000
H  6.264  -0.453  0.811  0.000
H  7.684  -0.143  -1.179  0.000
H  7.909  0.461  -3.551  0.000
H  5.920  1.119  -4.869  0.000
H  3.711  1.174  -3.846  0.000

Output
Energy relative to the best compared isomer or geometry (same formula, charge and spin) = 0.2591 eV
Net charge = +3
Spin multiplicity = 2